# C56H54AsHfN4O2S3Se

A structure of composition C56H54AsHfN4O2S3Se (wB97M-V/def2-TZVPD, the Open Molecules 2025 dataset).

Last column: Löwdin charge in e.
Positions of all 122 atoms, in Å:
Hf 0.911 0.585 -0.173  1.09
Se 0.036 1.976 -2.498  0.31
As -1.369 0.828 -3.854  1.02
S -1.450 -0.156 0.433  0.67
S 1.323 -0.190 2.120  0.66
S 2.757 -0.803 -2.348  0.87
O 0.126 -1.292 -1.521  -0.29
O 4.333 -0.258 0.394  -0.12
N 2.965 1.649 0.108  -0.10
N -2.633 0.506 2.773  -0.13
N -0.112 1.188 3.940  -0.14
N 0.493 2.589 0.508  -0.17
C -0.605 3.293 0.838  -0.14
C -0.776 -1.391 -5.320  -0.19
C -3.634 -2.389 -2.304  -0.06
C -0.261 4.456 1.524  -0.05
C 5.412 -1.442 4.225  -0.08
C -0.216 0.449 2.766  -0.68
C -4.018 1.568 -4.702  -0.09
C -0.845 -2.248 7.601  -0.09
C -3.154 -1.093 -2.443  -0.11
C 4.858 -0.185 4.042  -0.07
C -0.480 -1.017 8.122  -0.08
C 0.438 0.526 -6.194  -0.07
C 2.677 -6.665 -0.714  -0.04
C 1.027 -0.296 -7.145  -0.06
C -3.970 2.245 0.018  -0.07
C 1.129 4.462 1.635  0.00
C -5.002 2.456 -5.111  -0.07
C 0.778 0.791 5.019  -0.15
C -0.677 -2.499 6.244  -0.08
C -0.461 -0.030 -5.304  -0.29
C -3.170 -3.394 -3.143  -0.05
C 4.700 -0.585 1.688  -0.29
C -2.521 0.946 4.150  -0.12
C -4.044 2.122 1.404  -0.21
C -1.325 1.888 4.306  -0.12
C -1.748 -1.831 -4.289  -0.19
C 4.492 0.250 2.775  -0.06
C 4.506 -0.597 -2.759  -0.33
C -1.412 0.292 2.127  -0.65
C -3.879 0.765 2.060  -0.15
C 1.576 3.300 1.005  -0.33
C -2.737 2.042 -4.442  -0.36
C 2.649 -3.503 -2.822  -0.09
C -4.455 4.500 1.543  -0.08
C -2.238 -3.122 -4.136  -0.01
C -4.312 3.263 2.156  -0.04
C 2.633 -4.841 -2.454  -0.03
C 2.721 -5.218 -1.117  -0.26
C 0.219 -0.280 5.930  -0.21
C -0.147 -1.523 5.415  -0.04
C 4.307 1.100 0.026  -0.24
C 5.606 -2.271 3.128  -0.07
C -2.208 -0.836 -3.420  -0.31
C -4.703 3.802 -5.264  -0.06
C -4.127 3.476 -0.602  -0.08
C 5.256 -1.844 1.858  -0.02
C -2.433 3.391 -4.586  -0.12
C 2.844 2.762 0.781  -0.11
C 2.862 -2.880 -0.506  -0.09
C 0.047 -0.039 7.287  -0.05
C -3.420 4.269 -5.006  -0.07
C 2.832 -4.218 -0.152  -0.02
C -0.173 -2.204 -6.270  -0.01
C -4.359 4.610 0.162  -0.08
C 2.773 -2.518 -1.848  -0.54
C 0.720 -1.650 -7.178  -0.06
H -1.441 3.759 -4.352  0.07
H -3.190 5.319 -5.124  0.11
H 5.687 -1.775 5.216  0.11
H 1.727 0.118 -7.858  0.11
H -0.017 -1.725 4.358  0.10
H 4.644 0.415 -3.135  0.05
H -1.585 2.935 0.575  0.09
H 3.418 -6.878 0.057  0.09
H -0.951 5.197 1.891  0.10
H 0.683 1.580 -6.148  0.11
H 2.548 -5.603 -3.219  0.12
H -1.259 -3.011 8.247  0.10
H 1.002 1.686 5.603  0.12
H 3.713 3.250 1.219  0.14
H -4.011 -0.005 1.301  0.09
H 1.750 5.209 2.104  0.11
H -4.674 0.616 2.793  0.13
H -4.659 5.377 2.143  0.11
H -6.002 2.095 -5.308  0.11
H -0.608 -0.814 9.177  0.10
H 4.752 -1.303 -3.549  0.05
H -0.394 -3.262 -6.313  0.11
H -0.958 -3.460 5.833  0.10
H 2.566 -3.222 -3.865  0.11
H -3.498 -0.306 -1.784  0.08
H -4.367 -2.612 -1.540  0.11
H -1.459 2.765 3.665  0.12
H -4.065 3.548 -1.682  0.10
H 2.865 -7.320 -1.563  0.08
H 1.716 0.449 4.578  0.08
H -5.473 4.492 -5.583  0.11
H -4.252 0.518 -4.587  0.10
H -3.450 1.427 4.452  0.12
H 0.576 -2.004 -2.000  0.04
H -1.242 2.218 5.342  0.13
H -1.907 -3.916 -4.792  0.11
H -3.776 1.361 -0.579  0.07
H 1.698 -6.919 -0.304  0.09
H 5.124 -0.780 -1.883  0.04
H 4.692 0.464 4.892  0.11
H -2.356 0.086 4.808  0.12
H -4.418 3.186 3.232  0.11
H 0.327 0.925 7.697  0.11
H -4.479 5.574 -0.315  0.10
H 2.901 -4.487 0.895  0.13
H 6.042 -3.252 3.260  0.11
H -0.536 -1.706 -0.936  0.00
H 5.411 -2.473 0.989  0.12
H 4.651 1.145 -1.005  0.10
H 4.996 1.676 0.648  0.14
H 4.012 1.212 2.656  0.09
H -3.548 -4.402 -3.029  0.11
H 2.962 -2.122 0.260  0.07
H 1.185 -2.284 -7.922  0.11

Output
charge	+1
orbital gap	0.2025	Eh
energy above the lowest of the compared OMol25 structures with the same formula, charge and spin	0.726	eV
energy	-8415.6065	a.u.
E_HOMO	-8.17	eV